1.
Below is a structure of composition C45H51BBrN11S4W at a distorted geometry, with properties calculated with the ωB97M-V functional and the def2-TZVPD basis.

Atoms and positions in Å:
W  0.219  0.167  -0.369
C  4.211  2.295  0.242
C  2.857  2.497  0.820
C  2.456  3.722  1.309
C  1.202  3.863  1.950
N  0.385  2.835  2.059
N  0.733  1.642  1.632
B  -0.131  0.381  1.842
N  -1.476  0.534  2.606
N  -1.582  1.530  3.473
C  -2.699  1.762  4.125
C  -3.864  1.043  3.774
C  -3.736  -0.107  3.033
C  -4.892  -1.013  2.824
C  -2.449  -0.392  2.504
S  -2.286  -2.037  1.862
C  -2.746  2.713  5.292
C  -3.329  1.920  6.478
C  -3.666  3.898  4.963
C  -1.354  3.205  5.679
N  0.680  -0.611  2.768
N  1.348  -0.048  3.727
C  2.105  -0.770  4.546
C  2.241  -2.152  4.336
C  1.503  -2.779  3.338
C  1.626  -4.223  3.052
C  0.661  -1.939  2.593
S  -0.352  -2.499  1.249
C  2.739  -0.021  5.683
C  3.649  -0.907  6.530
C  3.519  1.177  5.121
C  1.572  0.495  6.546
C  1.938  1.418  0.978
S  2.386  -0.230  0.606
C  0.832  5.109  2.709
C  -0.689  5.267  2.775
C  1.432  4.832  4.109
C  1.449  6.397  2.162
H  4.966  2.576  0.977
H  4.366  2.948  -0.617
H  4.385  1.265  -0.059
H  3.123  4.568  1.235
H  -4.830  1.353  4.140
H  -5.625  -0.887  3.617
H  -4.578  -2.054  2.820
H  -5.382  -0.798  1.875
H  -4.358  1.615  6.318
H  -3.321  2.548  7.363
H  -2.731  1.038  6.692
H  -4.686  3.584  4.763
H  -3.301  4.454  4.103
H  -3.691  4.568  5.817
H  -0.622  2.420  5.523
H  -1.333  3.486  6.727
H  -1.074  4.072  5.099
H  2.907  -2.733  4.957
H  1.970  -4.764  3.930
H  2.366  -4.372  2.261
H  0.689  -4.653  2.707
H  4.478  -1.300  5.947
H  3.097  -1.729  6.979
H  4.067  -0.318  7.342
H  4.354  0.839  4.513
H  3.914  1.768  5.941
H  2.870  1.812  4.520
H  0.967  -0.328  6.920
H  0.943  1.168  5.969
H  1.970  1.038  7.399
H  -1.163  4.308  2.958
H  -1.064  5.673  1.838
H  -0.952  5.964  3.565
H  1.058  3.895  4.514
H  1.166  5.642  4.782
H  2.519  4.785  4.057
H  1.192  6.556  1.117
H  2.530  6.423  2.276
H  1.056  7.237  2.732
C  -2.688  3.252  -4.327
C  -1.350  2.763  -3.910
C  -0.228  2.864  -4.739
C  0.962  2.303  -4.318
C  1.000  1.659  -3.093
Br  2.632  0.852  -2.565
N  -0.044  1.572  -2.251
C  -1.186  2.137  -2.676
H  -2.615  3.958  -5.148
H  -3.227  3.718  -3.507
H  -3.275  2.402  -4.676
H  -0.276  3.366  -5.694
H  1.857  2.350  -4.923
H  -2.036  2.100  -2.009
S  -4.941  -4.497  -3.558
N  -5.126  -3.158  -2.694
C  -3.938  -2.664  -2.363
C  -3.673  -1.486  -1.604
C  -4.658  -0.636  -1.088
C  -4.253  0.490  -0.394
C  -2.898  0.744  -0.208
N  -1.932  -0.059  -0.670
C  -2.315  -1.155  -1.377
C  -1.257  -1.960  -1.905
N  0.001  -1.523  -1.628
C  1.029  -2.239  -2.088
C  0.865  -3.385  -2.858
C  -0.407  -3.844  -3.151
C  -1.507  -3.126  -2.662
C  -2.874  -3.474  -2.881
N  -3.340  -4.514  -3.560
H  -5.698  -0.861  -1.272
H  -4.982  1.183  -0.009
H  -2.583  1.638  0.324
H  2.026  -1.904  -1.818
H  1.740  -3.908  -3.214
H  -0.569  -4.744  -3.725

Cartesian forces (eV/Å) of the 3 atoms listed first:
W 0.2 0.1 -1.0
C 0.3 0.0 -0.1
C -0.6 0.3 0.1

Output
- total charge = +4
- spin multiplicity = 3
- LUMO (alpha / beta) (eV) = -11.4 / -11.7
- largest force on an atom (eV/Å) = 1.652
- Kohn-Sham gap (alpha / beta) (eV) = 6.74 / 6.83

Mulliken atomic charge list, values in e, 5 entries: W -0.14; C -2.02; C 0.30; C -0.49; C -0.03


2.
Below is a structure of composition C45H51BaF4N7O4P2S4Si at a distorted geometry, with properties calculated with the ωB97M-V functional and the def2-TZVPD basis.

Atoms and positions in Å:
Ba  -21.909  -11.133  4.366
S  -19.371  -9.953  5.212
C  -18.916  -11.378  5.996
S  -19.704  -12.898  5.848
C  -17.730  -11.246  6.852
C  -17.415  -12.165  7.837
N  -17.106  -12.909  8.686
C  -16.925  -10.104  6.922
N  -16.206  -9.157  6.885
C  -21.169  -8.777  8.677
Si  -22.685  -8.987  7.595
C  -24.189  -8.736  8.688
C  -22.581  -7.809  6.135
N  -22.948  -10.583  6.940
C  -23.516  -11.642  7.601
C  -23.449  -12.125  8.983
C  -24.409  -12.976  9.536
C  -25.430  -13.509  8.750
C  -25.273  -13.452  7.339
C  -24.271  -12.628  6.821
F  -23.975  -12.775  5.443
H  -21.271  -7.834  9.263
H  -20.215  -8.715  8.114
H  -21.136  -9.571  9.459
H  -25.115  -8.992  8.140
H  -24.310  -7.708  9.120
H  -24.112  -9.429  9.514
H  -21.556  -7.671  5.755
H  -22.980  -6.807  6.325
H  -23.114  -8.203  5.189
H  -22.770  -11.615  9.633
H  -24.370  -13.167  10.612
H  -26.350  -13.966  9.209
H  -25.915  -14.072  6.694
C  -24.107  -14.498  2.489
P  -23.522  -13.059  1.482
C  -22.479  -13.965  0.263
N  -23.146  -14.723  -0.601
C  -22.396  -15.323  -1.600
C  -23.040  -15.954  -2.669
C  -22.363  -16.273  -3.822
C  -20.974  -16.164  -3.875
C  -20.270  -15.710  -2.759
C  -20.948  -15.234  -1.621
N  -20.281  -14.456  -0.697
C  -21.080  -13.847  0.205
P  -20.169  -13.158  1.598
C  -19.942  -14.691  2.588
C  -18.463  -12.674  1.104
C  -17.924  -11.616  2.051
C  -17.520  -13.908  1.011
C  -18.475  -11.965  -0.298
C  -25.148  -12.562  0.566
C  -26.153  -13.731  0.322
C  -24.833  -11.906  -0.819
C  -25.849  -11.482  1.443
H  -24.231  -15.300  1.739
H  -25.109  -14.322  2.886
H  -23.454  -14.900  3.282
H  -24.115  -16.110  -2.590
H  -22.895  -16.574  -4.743
H  -20.525  -16.393  -4.833
H  -19.165  -15.586  -2.801
H  -19.541  -15.503  1.938
H  -20.875  -15.017  3.036
H  -19.239  -14.497  3.418
H  -18.418  -11.613  3.037
H  -17.997  -10.621  1.658
H  -16.863  -11.773  2.177
H  -17.284  -14.394  1.947
H  -16.580  -13.479  0.536
H  -17.901  -14.639  0.257
H  -19.304  -11.242  -0.385
H  -18.663  -12.729  -1.108
H  -17.566  -11.395  -0.451
H  -25.676  -14.567  -0.174
H  -27.028  -13.424  -0.260
H  -26.549  -14.110  1.242
H  -24.466  -12.656  -1.489
H  -24.053  -11.164  -0.698
H  -25.745  -11.430  -1.169
H  -26.013  -11.805  2.475
H  -26.859  -11.341  0.959
H  -25.328  -10.495  1.415
O  -25.823  -9.347  4.274
C  -24.826  -9.779  3.992
O  -21.831  -8.940  2.918
H  -22.402  -8.410  2.330
H  -20.895  -8.777  2.636
F  -17.087  -8.763  -1.209
C  -17.563  -7.523  -1.562
F  -16.495  -6.773  -1.928
F  -18.310  -7.670  -2.700
C  -18.327  -6.886  -0.442
C  -19.530  -6.180  -0.703
C  -20.070  -5.540  0.390
N  -19.650  -5.571  1.657
C  -18.613  -6.344  1.902
C  -17.954  -7.040  0.925
H  -20.057  -6.043  -1.655
H  -20.918  -4.903  0.135
H  -18.207  -6.262  2.899
H  -17.178  -7.766  1.170
O  -24.095  -3.046  3.442
S  -24.571  -3.615  2.236
O  -24.500  -2.857  1.028
N  -23.723  -5.144  1.847
C  -24.586  -6.131  1.904
S  -24.299  -7.726  1.419
C  -25.961  -5.724  2.396
C  -27.081  -6.555  2.597
C  -28.312  -6.001  2.958
C  -28.459  -4.576  3.106
C  -27.369  -3.755  2.917
C  -26.186  -4.369  2.478
H  -26.941  -7.634  2.517
H  -29.196  -6.642  3.193
H  -29.430  -4.204  3.497
H  -27.338  -2.687  3.041

Cartesian forces (eV/Å) of the 3 atoms listed first:
Ba -0.6 -0.6 0.6
S 0.0 1.0 -0.7
C 2.2 -0.2 1.4

Output
- total charge = -2
- LUMO (eV) = 1.9
- largest force on an atom (eV/Å) = 4.293
- Kohn-Sham gap (eV) = 4.28

Mulliken atomic charge list, values in e, 5 entries: Ba 0.23; S -0.39; C 0.70; S -0.16; C -0.03


3.
Below is a cluster of 12 separate species, C45H51F11NO43S in total at a distorted geometry, with properties calculated with the ωB97M-V functional and the def2-TZVPD basis.

Atoms and positions in Å:
C  -3.482  -2.396  2.865
C  -2.178  -1.527  2.642
C  -2.372  -0.285  1.721
O  -2.931  0.946  2.333
N  -3.204  0.768  3.669
O  -4.360  0.893  3.886
O  -3.271  -0.432  0.586
S  -3.042  0.989  -0.300
O  -2.996  0.830  -1.755
O  -4.231  1.846  -0.116
O  -1.635  1.544  0.421
C  -1.070  0.306  0.991
C  0.122  0.423  2.000
C  1.471  0.962  1.388
C  2.612  0.636  2.491
C  3.383  -0.707  2.179
C  2.578  -2.008  2.538
O  3.365  -3.224  2.503
C  2.792  -4.099  1.571
C  1.381  -4.752  1.724
O  3.456  -4.393  0.602
C  -0.577  -0.471  -0.317
O  -0.695  -1.709  -0.391
O  -0.022  0.280  -1.221
H  -4.415  -1.799  3.033
H  -3.562  -3.143  2.035
H  -3.309  -2.998  3.809
H  -1.690  -1.280  3.629
H  -1.429  -2.190  2.111
H  -0.158  1.090  2.860
H  0.319  -0.599  2.415
H  1.456  2.071  1.231
H  1.807  0.446  0.453
H  2.082  0.629  3.482
H  3.337  1.501  2.417
H  4.318  -0.699  2.821
H  3.747  -0.774  1.114
H  2.061  -1.879  3.528
H  1.750  -2.094  1.764
H  0.674  -4.125  2.328
H  0.933  -4.898  0.701
H  1.424  -5.778  2.201
C  2.135  -9.227  3.568
C  1.351  -9.741  4.739
O  1.058  -8.566  5.467
C  1.001  -7.561  4.545
O  0.521  -6.495  4.750
O  1.560  -7.941  3.356
F  2.108  -10.555  5.516
H  3.199  -9.117  3.789
H  2.023  -9.855  2.685
H  0.421  -10.248  4.472
C  1.506  -2.176  -2.848
C  2.573  -1.147  -3.037
O  3.462  -1.777  -3.951
C  2.691  -2.617  -4.694
O  3.042  -3.106  -5.728
O  1.480  -2.823  -4.127
F  3.238  -0.910  -1.881
H  1.757  -2.909  -2.078
H  0.539  -1.733  -2.609
H  2.220  -0.204  -3.458
C  3.270  1.717  7.153
C  3.927  0.383  7.350
O  2.924  -0.528  6.948
C  2.177  0.132  6.016
O  1.420  -0.395  5.268
O  2.414  1.471  6.043
F  4.213  0.165  8.658
H  2.671  2.020  8.015
H  3.987  2.507  6.929
H  4.825  0.229  6.746
C  -2.890  4.670  1.428
C  -1.743  4.844  2.377
O  -0.795  5.554  1.599
C  -1.520  6.284  0.708
O  -1.080  7.197  0.076
O  -2.803  5.853  0.631
F  -1.210  3.651  2.727
H  -2.778  3.795  0.791
H  -3.850  4.610  1.940
H  -1.983  5.417  3.276
C  -2.226  8.093  -2.403
C  -1.565  9.239  -3.108
O  -2.144  9.197  -4.399
C  -3.390  8.664  -4.229
O  -4.258  8.723  -5.039
O  -3.516  8.067  -3.014
F  -0.229  9.039  -3.226
H  -1.720  7.142  -2.582
H  -2.302  8.252  -1.333
H  -1.753  10.216  -2.654
C  3.219  -4.528  -8.762
C  3.879  -3.389  -9.464
O  3.328  -3.450  -10.769
C  2.085  -3.993  -10.616
O  1.231  -3.954  -11.444
O  1.941  -4.577  -9.395
F  5.220  -3.579  -9.552
H  3.738  -5.477  -8.920
H  3.123  -4.353  -7.691
H  3.673  -2.413  -9.024
C  2.053  5.767  -0.945
C  2.782  6.765  -0.095
O  2.838  6.128  1.167
C  2.843  4.788  0.904
O  3.149  3.954  1.695
O  2.463  4.527  -0.374
F  2.076  7.914  0.029
H  0.968  5.863  -0.865
H  2.335  5.828  -1.995
H  3.796  6.991  -0.436
C  6.642  -2.059  -6.546
C  7.244  -3.430  -6.530
O  8.618  -3.178  -6.763
C  8.858  -1.935  -6.252
O  9.943  -1.502  -6.028
O  7.702  -1.257  -6.024
F  6.762  -4.185  -7.544
H  6.393  -1.721  -7.553
H  5.751  -1.988  -5.923
H  7.125  -3.964  -5.584
C  -7.236  -0.748  3.561
C  -8.549  -0.284  4.113
O  -9.461  -1.253  3.632
C  -8.741  -2.406  3.505
O  -9.223  -3.485  3.385
O  -7.402  -2.165  3.543
F  -8.894  0.926  3.604
H  -7.056  -0.389  2.544
H  -6.394  -0.458  4.188
H  -8.591  -0.250  5.197
C  -11.561  0.899  7.859
C  -10.293  0.106  7.743
O  -9.297  1.040  8.106
C  -9.901  1.909  8.970
O  -9.317  2.659  9.681
O  -11.258  1.800  8.919
F  -10.075  -0.286  6.462
H  -11.784  1.467  6.952
H  -12.421  0.278  8.105
H  -10.242  -0.761  8.407
C  3.087  1.140  -10.089
C  3.803  2.152  -9.244
O  3.841  1.535  -7.972
C  3.854  0.194  -8.210
O  4.150  -0.626  -7.399
O  3.490  -0.090  -9.494
F  3.092  3.301  -9.149
H  2.000  1.235  -10.027
H  3.383  1.185  -11.136
H  4.821  2.376  -9.574

Cartesian forces (eV/Å) of the 3 atoms listed first:
C 0.8 -0.3 0.7
C -0.1 -0.8 -0.6
C 1.7 1.2 -1.4

Output
- total charge = -1
- LUMO (eV) = 1.4
- largest force on an atom (eV/Å) = 5.118
- Kohn-Sham gap (eV) = 7.55

Mulliken atomic charge list, values in e, 5 entries: C -1.08; C -0.29; C 0.17; O -0.06; N 0.25


4.
Below is a structure of composition C45H51MnN6OSSi3, with properties calculated with the ωB97M-V functional and the def2-TZVPD basis.

Atoms and positions in Å:
Mn  -0.231  0.235  0.111
C  2.248  -2.769  2.448
Si  1.456  -2.576  0.745
C  2.508  -3.498  -0.529
C  -0.133  -3.568  0.804
N  1.307  -0.904  0.246
C  2.428  -0.323  -0.356
C  3.743  -0.721  -0.118
C  4.789  -0.257  -0.906
C  4.519  0.624  -1.941
C  3.229  1.111  -2.118
C  2.182  0.733  -1.269
N  0.908  1.303  -1.229
Si  0.731  2.861  -2.038
C  0.564  2.542  -3.910
C  2.200  4.028  -1.808
C  -0.771  3.853  -1.490
H  2.775  -3.725  2.507
H  1.484  -2.757  3.228
H  2.961  -1.973  2.670
H  2.111  -4.509  -0.648
H  3.557  -3.581  -0.242
H  2.476  -3.003  -1.502
H  0.142  -4.563  1.171
H  -0.572  -3.686  -0.188
H  -0.886  -3.166  1.477
H  3.942  -1.434  0.671
H  5.799  -0.602  -0.723
H  5.311  0.956  -2.601
H  3.044  1.816  -2.917
H  1.126  3.282  -4.485
H  -0.476  2.602  -4.237
H  0.948  1.555  -4.182
H  2.550  4.386  -2.780
H  3.045  3.569  -1.303
H  1.893  4.894  -1.219
H  -1.625  3.727  -2.156
H  -0.496  4.911  -1.492
H  -1.095  3.603  -0.481
C  -1.684  -3.691  -6.446
C  -1.427  -2.349  -5.746
C  -1.923  -1.205  -6.642
C  0.082  -2.192  -5.550
C  -2.185  -2.294  -4.421
C  -3.569  -2.568  -4.405
C  -4.322  -2.500  -3.253
C  -3.684  -2.133  -2.070
S  -4.319  -1.942  -0.468
C  -2.738  -1.449  0.072
N  -1.826  -1.418  -0.850
C  -2.326  -1.826  -2.070
C  -1.572  -1.932  -3.240
C  -2.393  -1.191  1.470
C  -3.229  -1.638  2.491
C  -2.774  -1.652  3.798
C  -1.468  -1.264  4.061
C  -0.658  -0.784  3.040
C  -1.109  -0.673  1.728
H  -1.052  -3.777  -7.333
H  -2.721  -3.789  -6.769
H  -1.457  -4.527  -5.781
H  -1.439  -1.251  -7.620
H  -1.692  -0.237  -6.192
H  -3.003  -1.255  -6.789
H  0.582  -2.258  -6.518
H  0.487  -2.975  -4.905
H  0.337  -1.225  -5.115
H  -4.070  -2.832  -5.328
H  -5.382  -2.711  -3.273
H  -0.516  -1.699  -3.183
H  -4.221  -2.007  2.258
H  -3.419  -1.992  4.597
H  -1.084  -1.312  5.073
H  0.347  -0.467  3.291
N  -2.033  1.091  -2.525
C  -2.581  1.341  -1.321
O  -1.845  1.311  -0.280
C  -3.962  1.606  -1.234
C  -4.741  1.601  -2.412
N  -5.311  1.563  -3.418
C  -4.582  1.776  0.024
N  -5.103  1.906  1.047
H  -2.583  1.132  -3.366
H  -1.043  0.901  -2.572
C  -2.752  3.033  4.926
C  -3.136  2.746  3.624
C  -2.182  2.377  2.684
C  -0.833  2.287  3.025
C  -0.463  2.590  4.338
C  -1.411  2.956  5.282
Si  0.522  1.795  1.804
C  1.417  3.426  1.469
C  2.813  3.441  1.514
C  3.521  4.634  1.489
C  2.842  5.840  1.404
C  1.454  5.846  1.350
C  0.751  4.651  1.392
H  -3.494  3.312  5.664
H  -4.176  2.790  3.325
H  -2.505  2.127  1.682
H  0.581  2.529  4.629
H  -1.104  3.178  6.297
H  1.573  1.106  2.603
H  3.354  2.502  1.579
H  4.604  4.620  1.529
H  3.391  6.774  1.383
H  0.916  6.785  1.291
H  -0.333  4.674  1.390

Cartesian forces (eV/Å) of the 3 atoms listed first:
Mn 0.5 -0.1 -0.6
C 0.0 0.0 0.0
Si -0.1 0.0 0.0

Output
- total charge = -1
- spin multiplicity = 4
- LUMO (alpha / beta) (eV) = 2.0 / 2.2
- largest force on an atom (eV/Å) = 0.768
- Kohn-Sham gap (alpha / beta) (eV) = 6.52 / 6.81

Mulliken atomic charge list, values in e, 5 entries: Mn -1.09; C -1.32; Si 0.45; C -1.32; C -0.89


Molar mass for the records above, in order: 1148.80 1185.57 1534.91 863.21 u